[1]
{
  "formula": "C34H87BGaO9",
  "method": "ωB97M-V/def2-TZVPD",
  "homo_ev": -3.9,
  "total_charge": -1,
  "elements": ["C", "C", "C", "C", "C", "C", "C", "C", "C", "C", "C", "C", "C", "C", "Ga", "C", "C", "C", "C", "C", "C", "C", "C", "C", "C", "C", "C", "C", "B", "O", "O", "H", "H", "H", "H", "H", "H", "H", "H", "H", "H", "H", "H", "H", "H", "H", "H", "H", "H", "H", "H", "H", "H", "H", "H", "H", "H", "H", "H", "H", "H", "H", "H", "H", "H", "H", "H", "H", "H", "H", "H", "H", "H", "H", "H", "H", "H", "H", "H", "H", "H", "H", "H", "H", "H", "H", "H", "H", "H", "H", "C", "O", "H", "H", "H", "H", "C", "O", "H", "H", "H", "H", "C", "O", "H", "H", "H", "H", "C", "O", "H", "H", "H", "H", "C", "O", "H", "H", "H", "H", "C", "O", "H", "H", "H", "H", "C", "O", "H", "H", "H", "H"],
  "xyz": [[-3.4546, 2.9455, -2.1292], [-4.3801, 1.8385, -2.7887], [-5.6780, 1.7133, -1.8979], [-5.8618, 0.3278, -1.1773], [-4.5221, -0.3654, -0.7067], [-4.3719, -1.7209, -1.4957], [-3.0683, -2.5332, -1.1238], [-3.3563, -3.9295, -0.4693], [-2.0284, -4.7971, -0.2113], [-0.7517, -3.9356, 0.1388], [0.1084, -3.5945, -1.1487], [1.5685, -3.0945, -0.8004], [1.6558, -1.5228, -0.7051], [3.0945, -0.9406, -1.0329], [3.0456, 1.0496, -0.5144], [4.8367, 1.8109, 0.1704], [4.7319, 2.6692, 1.4818], [3.6136, 3.7730, 1.4550], [2.9848, 3.8565, 2.9203], [2.0729, 2.5721, 3.1569], [1.4081, 2.6198, 4.5895], [0.7338, 1.2210, 4.9195], [-0.6749, 1.1008, 4.2287], [-1.1369, -0.4155, 4.2788], [-2.2436, -0.7260, 3.1889], [-2.4333, -2.2916, 3.0856], [-3.6080, -2.8825, 3.9652], [-3.8531, -2.0841, 5.2960], [2.4661, 2.2493, -2.1628], [2.1792, 3.6387, -1.9259], [2.3677, 1.7674, -3.5170], [-4.0877, 3.8213, -1.8459], [-2.6766, 3.3279, -2.8293], [-2.9859, 2.5624, -1.1956], [-3.8441, 0.8820, -2.9620], [-4.6785, 2.2329, -3.7946], [-6.5653, 1.8410, -2.5771], [-5.7225, 2.5731, -1.1847], [-6.4638, 0.5324, -0.2497], [-6.4620, -0.4117, -1.7624], [-3.6207, 0.2843, -0.7561], [-4.6598, -0.6433, 0.3701], [-4.4559, -1.5163, -2.5967], [-5.2648, -2.3545, -1.2389], [-2.5027, -2.6717, -2.0770], [-2.4918, -1.9089, -0.3994], [-3.7894, -3.7499, 0.5481], [-4.0636, -4.5313, -1.0981], [-1.8626, -5.4867, -1.0806], [-2.2823, -5.4711, 0.6513], [-1.0346, -3.0097, 0.7043], [-0.1271, -4.5279, 0.8610], [-0.3531, -2.7849, -1.7791], [0.2099, -4.5443, -1.7413], [2.2573, -3.4565, -1.6022], [1.8862, -3.5616, 0.1666], [0.8833, -1.0625, -1.3758], [1.4460, -1.2531, 0.3640], [3.9129, -1.4982, -0.5244], [3.2161, -1.0505, -2.1464], [1.8722, 1.2786, 0.5893], [5.4998, 0.9282, 0.4111], [5.3632, 2.3386, -0.6710], [4.6394, 2.0484, 2.4058], [5.7106, 3.2218, 1.6006], [2.7557, 3.5472, 0.7819], [3.9960, 4.7893, 1.1982], [2.4072, 4.8029, 3.0559], [3.8247, 3.7587, 3.6531], [2.6768, 1.6290, 3.1424], [1.3117, 2.4791, 2.3434], [0.6479, 3.4382, 4.6473], [2.1999, 2.8052, 5.3535], [0.7090, 1.0790, 6.0269], [1.3804, 0.4016, 4.5053], [-1.3850, 1.7481, 4.8071], [-0.6186, 1.4664, 3.1717], [-1.5135, -0.6527, 5.3060], [-0.2553, -1.0538, 4.0429], [-3.2063, -0.2055, 3.3955], [-1.8842, -0.3740, 2.1905], [-1.4793, -2.7712, 3.4195], [-2.6246, -2.5859, 2.0217], [-4.5285, -3.0005, 3.3495], [-3.2742, -3.9061, 4.2865], [-4.1667, -1.0149, 5.1227], [-4.7037, -2.5503, 5.8630], [-2.9661, -2.1533, 5.9756], [1.2638, 3.8647, -2.1358], [1.5519, 1.2735, -3.6532], [-1.7584, -0.9686, -4.4281], [-0.7098, -0.9810, -3.4675], [-2.6408, -0.5190, -3.9757], [-1.4619, -0.3821, -5.2985], [-1.9888, -1.9956, -4.7310], [0.0535, -1.3836, -3.8920], [-3.6688, 0.5738, -7.4849], [-2.3221, 0.8483, -7.1207], [-4.0475, -0.2174, -6.8398], [-4.2826, 1.4690, -7.3537], [-3.7160, 0.2425, -8.5260], [-2.0056, 1.5474, -7.6987], [6.7485, -3.2515, -1.7612], [5.5456, -3.3691, -1.0087], [7.2909, -2.3742, -1.4122], [7.3703, -4.1400, -1.6182], [6.5115, -3.1303, -2.8232], [5.0815, -4.1450, -1.3311], [10.0070, -5.9321, -1.9965], [9.2022, -5.2161, -1.0683], [9.6017, -5.7797, -2.9953], [11.0352, -5.5616, -1.9654], [9.9915, -6.9999, -1.7612], [9.5742, -5.3619, -0.1946], [5.3180, 4.7582, -3.7777], [4.2392, 4.2374, -4.5368], [5.9510, 5.3532, -4.4364], [4.9376, 5.3940, -2.9731], [5.9083, 3.9405, -3.3542], [3.6953, 3.7164, -3.9331], [-4.7379, 1.8248, 5.6784], [-5.7360, 0.9421, 5.1751], [-3.8900, 1.2319, 6.0185], [-4.4070, 2.5052, 4.8895], [-5.1356, 2.3998, 6.5192], [-6.4728, 1.4834, 4.8818], [-0.7335, 4.9932, 1.7210], [-0.5968, 4.6433, 0.3501], [-1.7411, 4.7401, 2.0488], [-0.0078, 4.4332, 2.3170], [-0.5726, 6.0684, 1.8455], [0.2984, 4.8741, 0.0829]]
}

[2]
{
  "formula": "C34H89N3O14",
  "method": "ωB97M-V/def2-TZVPD",
  "de_lowest_kj_mol": 245.6,
  "homo_ev": -8.7,
  "smiles": "COCCNCCOC.COCCNCCOC.COCCNCCOC.CC(C)O.CC(C)O.CC(C)O.CC(C)O.OCCO.OCCO",
  "elements": ["C", "O", "C", "C", "N", "C", "C", "O", "C", "H", "H", "H", "H", "H", "H", "H", "H", "H", "H", "H", "H", "H", "H", "H", "C", "O", "C", "C", "N", "C", "C", "O", "C", "H", "H", "H", "H", "H", "H", "H", "H", "H", "H", "H", "H", "H", "H", "H", "C", "O", "C", "C", "N", "C", "C", "O", "C", "H", "H", "H", "H", "H", "H", "H", "H", "H", "H", "H", "H", "H", "H", "H", "C", "C", "C", "O", "H", "H", "H", "H", "H", "H", "H", "H", "C", "C", "C", "O", "H", "H", "H", "H", "H", "H", "H", "H", "C", "C", "C", "O", "H", "H", "H", "H", "H", "H", "H", "H", "C", "C", "C", "O", "H", "H", "H", "H", "H", "H", "H", "H", "O", "C", "C", "O", "H", "H", "H", "H", "H", "H", "O", "C", "C", "O", "H", "H", "H", "H", "H", "H"],
  "xyz": [[20.9183, -23.0994, 20.6518], [20.7311, -21.6818, 20.4916], [19.5054, -21.2599, 20.1583], [19.7518, -19.7829, 20.0302], [20.0854, -19.3985, 18.6362], [21.2082, -20.1397, 17.9914], [21.2022, -20.1052, 16.4654], [20.1834, -20.9615, 15.9514], [19.9436, -20.8115, 14.5429], [20.0605, -23.7084, 20.9373], [21.3992, -23.1981, 21.6251], [21.3427, -23.6113, 19.7882], [18.7385, -21.4096, 20.9182], [19.0773, -21.5966, 19.2141], [20.6827, -19.5228, 20.5341], [18.9266, -19.2676, 20.5218], [19.3284, -19.3138, 17.9730], [21.1909, -21.2092, 18.2009], [22.0850, -19.8231, 18.5564], [22.1608, -20.3122, 15.9897], [20.9897, -19.1069, 16.0829], [19.5757, -19.8010, 14.3649], [19.2182, -21.5408, 14.1823], [20.8234, -20.9766, 13.9211], [16.8284, -17.7954, 16.3203], [16.3528, -19.0592, 16.8272], [16.9331, -20.1061, 16.2295], [16.3430, -21.4001, 16.6934], [16.7043, -21.7861, 18.0922], [15.7372, -22.6175, 18.8046], [16.0989, -22.9653, 20.2469], [16.0501, -21.8286, 21.0334], [16.4052, -22.0368, 22.3769], [16.8830, -17.6166, 15.2464], [17.8016, -17.6675, 16.7942], [16.1953, -17.0187, 16.7493], [18.0086, -20.1354, 16.4046], [16.8279, -20.0090, 15.1490], [16.7560, -22.1467, 16.0151], [15.2613, -21.3987, 16.5590], [16.6970, -20.9126, 18.5992], [15.7696, -23.5639, 18.2649], [14.7594, -22.1506, 18.6865], [17.1068, -23.3226, 20.4582], [15.4285, -23.7705, 20.5474], [17.4193, -22.4011, 22.5412], [15.7903, -22.7130, 22.9709], [16.2945, -21.1286, 22.9692], [21.9621, -23.9909, 31.1972], [23.0746, -23.9716, 30.2675], [22.7491, -23.1999, 29.0925], [23.7479, -23.4977, 27.8954], [23.7155, -24.9318, 27.6364], [24.4910, -25.2305, 26.4430], [23.6743, -25.1806, 25.1592], [24.5344, -25.3205, 24.0670], [23.9503, -25.7991, 22.8025], [21.2213, -24.7108, 30.8492], [21.5812, -23.0682, 31.6348], [22.3315, -24.6116, 32.0135], [22.6903, -22.1350, 29.3176], [21.7882, -23.5083, 28.6807], [24.7511, -23.1116, 28.0757], [23.4343, -22.8142, 27.1064], [24.0917, -25.3776, 28.4609], [24.9088, -26.2348, 26.3732], [25.3056, -24.5062, 26.4407], [23.1733, -24.2139, 25.2106], [23.0357, -26.0453, 25.3393], [22.9956, -25.2768, 22.7405], [23.8294, -26.8792, 22.8857], [24.5706, -25.4791, 21.9653], [22.4293, -28.0538, 20.2427], [23.5603, -27.2032, 19.4653], [23.5957, -27.5716, 18.0133], [23.2686, -25.7948, 19.4433], [21.4521, -27.5938, 20.0954], [22.5968, -28.0652, 21.3197], [22.2565, -29.0744, 19.9015], [24.5300, -27.4399, 19.9032], [23.8176, -28.6334, 17.9057], [24.2859, -26.9731, 17.4188], [22.6366, -27.4541, 17.5090], [23.8991, -25.4547, 18.8043], [18.6338, -26.8883, 21.7433], [18.8807, -26.1994, 23.0797], [20.4375, -25.9228, 23.2649], [18.2467, -24.8931, 23.0717], [19.0130, -26.1333, 21.0547], [17.5702, -27.0656, 21.5836], [19.2490, -27.7770, 21.6028], [18.3710, -26.7219, 23.8892], [20.8053, -25.2207, 22.5166], [21.1641, -26.7350, 23.2858], [20.6609, -25.3807, 24.1838], [18.4098, -24.5285, 23.9446], [19.7901, -24.1820, 16.6615], [18.6252, -24.9882, 17.3065], [17.4956, -25.1335, 16.2214], [19.1464, -26.2385, 17.6981], [20.5865, -23.9523, 17.3693], [19.6124, -23.1934, 16.2380], [20.1665, -24.7777, 15.8299], [18.1434, -24.4592, 18.1288], [16.7078, -24.3809, 16.1878], [16.9377, -26.0455, 16.4335], [17.8114, -25.0970, 15.1788], [19.9717, -26.0529, 18.1520], [21.4954, -21.3589, 23.5468], [21.9854, -20.1268, 24.2976], [21.4068, -18.8110, 23.6126], [21.5092, -20.2805, 25.6078], [20.4526, -21.5306, 23.2801], [21.7240, -22.2803, 24.0825], [22.1016, -21.5349, 22.6582], [23.0725, -20.1091, 24.3752], [21.6333, -18.7684, 22.5472], [21.6653, -17.8500, 24.0572], [20.3206, -18.7465, 23.6779], [21.8724, -19.5674, 26.1382], [21.6440, -17.0906, 17.9405], [21.6817, -16.3797, 19.0492], [20.4941, -15.5441, 19.2100], [20.6263, -14.2490, 18.7267], [21.1194, -17.8658, 18.1533], [21.6981, -17.2179, 19.7457], [22.5451, -15.7335, 19.2078], [20.4259, -15.2687, 20.2624], [19.5497, -16.0108, 18.9302], [21.1459, -14.2959, 17.9208], [14.2099, -19.6260, 20.9760], [14.1297, -18.4195, 20.2113], [15.5018, -17.7894, 20.1146], [16.4210, -18.7434, 19.5625], [15.0267, -20.0867, 20.7705], [13.8162, -18.6490, 19.1929], [13.5349, -17.6931, 20.7650], [15.8769, -17.4546, 21.0817], [15.2870, -16.9739, 19.4240], [16.3312, -18.7632, 18.6069]]
}

[3]
{
  "formula": "C34H89N7O10",
  "method": "ωB97M-V/def2-TZVPD",
  "de_lowest_kj_mol": 36.0,
  "homo_ev": -8.5,
  "smiles": "COC[C@H](C)N.COC[C@H](C)N.COC[C@H](C)N.COC[C@H](C)N.COCCNCCOC.COCCNCCOC.COCCNCCOC",
  "elements": ["C", "O", "C", "C", "C", "N", "H", "H", "H", "H", "H", "H", "H", "H", "H", "H", "H", "C", "O", "C", "C", "C", "N", "H", "H", "H", "H", "H", "H", "H", "H", "H", "H", "H", "C", "O", "C", "C", "C", "N", "H", "H", "H", "H", "H", "H", "H", "H", "H", "H", "H", "C", "O", "C", "C", "C", "N", "H", "H", "H", "H", "H", "H", "H", "H", "H", "H", "H", "C", "O", "C", "C", "N", "C", "C", "O", "C", "H", "H", "H", "H", "H", "H", "H", "H", "H", "H", "H", "H", "H", "H", "H", "C", "O", "C", "C", "N", "C", "C", "O", "C", "H", "H", "H", "H", "H", "H", "H", "H", "H", "H", "H", "H", "H", "H", "H", "C", "O", "C", "C", "N", "C", "C", "O", "C", "H", "H", "H", "H", "H", "H", "H", "H", "H", "H", "H", "H", "H", "H", "H"],
  "xyz": [[-23.2405, 21.5960, 4.5294], [-21.9601, 21.1264, 4.1922], [-21.5221, 21.6503, 2.9687], [-20.1716, 21.0904, 2.5995], [-20.2812, 19.5454, 2.5332], [-19.2156, 21.4645, 3.6370], [-23.9566, 21.4267, 3.7165], [-23.2449, 22.6629, 4.7842], [-23.5853, 21.0559, 5.4111], [-22.2422, 21.4340, 2.1596], [-21.4657, 22.7526, 2.9380], [-19.8553, 21.3775, 1.5960], [-19.4102, 19.1108, 2.0427], [-21.2138, 19.2124, 2.0664], [-20.3337, 19.1629, 3.5494], [-18.3932, 20.8604, 3.6399], [-19.6422, 21.1169, 4.4939], [-19.4523, 16.8287, 9.1142], [-19.0498, 17.4780, 7.9282], [-20.1444, 18.0655, 7.2714], [-19.6620, 18.7906, 6.0263], [-18.9169, 17.8288, 5.0930], [-18.6535, 19.8372, 6.3739], [-20.0977, 15.9796, 8.8698], [-19.9223, 17.5329, 9.8082], [-18.5702, 16.4421, 9.6255], [-20.8498, 17.2865, 6.9236], [-20.7205, 18.7390, 7.9195], [-20.4530, 19.3329, 5.5108], [-18.2800, 18.4153, 4.4251], [-19.6020, 17.2453, 4.4821], [-18.1799, 17.3253, 5.7196], [-17.9597, 19.3898, 6.9692], [-19.0613, 20.5508, 6.9744], [-6.2132, 21.2484, 4.4196], [-6.0617, 20.1748, 3.5004], [-7.0985, 19.2134, 3.5470], [-7.4237, 18.7723, 2.1380], [-8.6877, 17.9266, 2.0356], [-6.2710, 17.9474, 1.6343], [-5.7909, 20.9762, 5.3910], [-7.2578, 21.5620, 4.4386], [-5.6308, 22.0935, 4.0477], [-6.6941, 18.3507, 4.0954], [-7.9982, 19.5796, 4.0499], [-7.4653, 19.6427, 1.4765], [-9.4091, 18.1536, 2.8250], [-8.4261, 16.8862, 2.2431], [-9.0919, 17.9880, 1.0294], [-5.4224, 18.3316, 2.0468], [-6.1316, 18.1544, 0.6489], [-12.2199, 19.4062, 3.7548], [-13.6063, 19.1755, 3.9285], [-14.1708, 18.4194, 2.8680], [-15.6597, 18.3928, 3.0875], [-16.3608, 17.4373, 2.1050], [-16.3037, 19.7135, 3.0031], [-11.6428, 18.5071, 3.5171], [-11.7821, 19.6921, 4.7157], [-12.1352, 20.2645, 3.0849], [-13.9050, 18.8477, 1.8849], [-13.7041, 17.4214, 2.8422], [-15.8962, 17.9659, 4.0663], [-17.4346, 17.3964, 2.2508], [-15.8512, 16.4767, 2.2005], [-16.1609, 17.7977, 1.0874], [-16.2530, 20.0688, 2.0486], [-15.6614, 20.3330, 3.5011], [-14.8373, 14.8277, -0.6316], [-16.1900, 14.4675, -0.7399], [-16.4943, 13.2487, -0.1084], [-17.0374, 12.2369, -1.1046], [-15.9328, 11.6305, -1.8856], [-16.2665, 10.4694, -2.7059], [-17.1679, 9.4334, -2.0628], [-17.4851, 8.5190, -3.0783], [-18.1128, 7.3536, -2.6263], [-14.1420, 14.0439, -0.9524], [-14.5894, 15.1064, 0.4016], [-14.5987, 15.6968, -1.2452], [-17.2666, 13.3423, 0.6679], [-15.6256, 12.8121, 0.3935], [-17.6496, 12.7983, -1.8293], [-17.6605, 11.4985, -0.6146], [-15.6191, 12.3358, -2.5399], [-15.3720, 9.9359, -3.0345], [-16.7744, 10.7566, -3.6429], [-18.0939, 9.8844, -1.6948], [-16.6172, 8.9595, -1.2383], [-18.5296, 6.8588, -3.5026], [-18.9168, 7.5498, -1.9072], [-17.3990, 6.6615, -2.1593], [-13.0023, 23.4810, 3.8690], [-11.8092, 23.1104, 4.5825], [-10.8830, 24.1499, 4.7866], [-9.6397, 23.5702, 5.4096], [-8.7261, 24.6491, 5.7994], [-7.4090, 24.1829, 6.1847], [-7.3545, 23.5301, 7.5493], [-5.9959, 23.4118, 7.9226], [-5.8145, 22.6663, 9.1123], [-13.4928, 24.2133, 4.5178], [-13.5633, 22.5519, 3.9366], [-12.7661, 23.8354, 2.8679], [-11.3280, 24.9415, 5.4151], [-10.6424, 24.6579, 3.8392], [-9.1201, 22.9120, 4.7138], [-9.9499, 22.9640, 6.2744], [-9.1561, 25.1537, 6.5650], [-6.7015, 25.0255, 6.1626], [-6.9003, 23.5736, 5.4364], [-7.7720, 22.5143, 7.4957], [-7.9416, 24.1179, 8.2668], [-4.7806, 22.3121, 9.0806], [-6.4612, 21.7861, 9.1201], [-5.9075, 23.2832, 10.0084], [-23.1278, 15.2009, 1.4811], [-22.1081, 15.0037, 0.5447], [-20.8610, 15.5635, 0.9628], [-20.0967, 16.1108, -0.2129], [-20.8680, 17.1697, -0.8161], [-20.2141, 17.8965, -1.9102], [-21.2286, 18.8093, -2.5589], [-22.2136, 18.0132, -3.1803], [-22.7379, 18.5291, -4.3725], [-24.0340, 14.7414, 1.0856], [-23.2992, 16.2641, 1.6656], [-22.8966, 14.6568, 2.4088], [-20.3318, 14.7377, 1.4644], [-21.0269, 16.3149, 1.7438], [-19.9688, 15.2796, -0.9266], [-19.1261, 16.4489, 0.1526], [-21.7400, 16.8439, -1.2177], [-19.7706, 17.2280, -2.6665], [-19.3933, 18.4679, -1.4637], [-20.7257, 19.5535, -3.1829], [-21.7156, 19.3528, -1.7365], [-22.0117, 18.5575, -5.1949], [-23.1872, 19.5214, -4.2494], [-23.5294, 17.8533, -4.7028]]
}